The following is a quantum chemistry calculation of a 17-piece molecular cluster, C87H202N6O17 overall at a distorted geometry, from the OMol25 dataset.

```
312
Properties=species:S:1:pos:R:3:forces:R:3:lowdin_charge:R:1
C -2.446596 -1.984442 -6.057996 -0.27 0.29 0.19 -0.06
C -1.437670 -2.297254 -7.130931 -0.97 -0.24 -0.80 -0.46
C -0.249281 -3.029425 -6.612025 0.46 -0.61 -0.51 -0.07
O -2.164692 -3.131041 -8.120744 0.44 0.72 0.87 -0.06
H -3.333724 -1.552977 -6.520425 -0.13 -0.05 0.08 0.08
H -2.029997 -1.229456 -5.387803 0.01 -0.01 0.09 0.07
H -2.744147 -2.849916 -5.441613 0.20 0.16 -0.42 0.09
H -1.114043 -1.357749 -7.603747 -0.23 -0.16 -0.07 0.12
H 0.353203 -2.511901 -5.863528 -0.26 0.15 0.03 0.08
H 0.397974 -3.226186 -7.472715 0.21 -0.21 0.18 0.08
H -0.617537 -3.976117 -6.218539 0.24 -0.12 0.17 0.08
H -1.593477 -3.414003 -8.843020 0.24 0.19 0.20 0.08
C -4.603012 2.900770 2.337144 0.27 -0.30 -0.71 -0.04
C -6.027733 3.350341 2.478061 -0.55 0.57 0.06 -0.47
C -6.378561 3.669265 3.920011 0.07 -0.19 0.28 -0.05
O -6.187509 4.556547 1.667973 0.04 -0.69 0.29 -0.07
H -3.957516 3.773903 2.445434 0.18 -0.15 0.19 0.09
H -4.463633 2.497408 1.326612 0.16 0.13 0.19 0.06
H -4.320835 2.097334 3.031376 -0.15 0.38 0.02 0.08
H -6.706018 2.589336 2.069964 0.04 0.00 0.13 0.13
H -7.412429 3.996314 4.075621 0.09 -0.05 -0.22 0.08
H -5.716093 4.451930 4.300342 -0.02 -0.06 -0.06 0.09
H -6.222253 2.770890 4.525475 -0.05 0.10 0.04 0.07
H -7.119634 4.785849 1.742087 0.02 0.21 -0.13 0.10
C 4.622070 -2.109590 -3.357339 0.43 0.90 -0.45 -0.06
C 4.584112 -3.498090 -2.862639 -1.10 -1.55 -0.29 -0.44
C 4.713532 -3.643165 -1.358774 0.16 -0.14 -0.02 -0.05
O 3.274888 -4.078780 -3.296607 1.27 1.36 -0.01 -0.09
H 4.447892 -2.115319 -4.438152 -0.08 0.18 0.15 0.09
H 5.637905 -1.725952 -3.191255 -0.25 0.14 -0.03 0.09
H 3.906926 -1.450407 -2.860080 -0.03 -0.06 -0.04 0.08
H 5.393061 -4.039241 -3.376062 -0.25 -0.20 0.16 0.14
H 5.711947 -3.346005 -1.009171 -0.21 0.07 -0.13 0.09
H 4.577766 -4.700413 -1.088184 -0.12 0.34 0.09 0.07
H 3.959088 -3.004888 -0.885411 0.11 -0.22 0.16 0.07
H 3.203350 -4.940327 -2.897227 0.03 -0.89 0.36 0.02
C 1.063238 0.833235 -8.068270 -0.17 0.70 -0.42 -0.05
C 2.244183 0.775217 -7.125562 -0.18 -0.68 0.72 -0.53
C 3.279178 -0.193294 -7.635419 -0.03 -0.65 0.18 -0.06
O 2.859603 2.022684 -6.933923 0.66 0.00 -0.30 -0.03
H 1.439710 1.203733 -9.026555 -0.12 0.07 -0.05 0.09
H 0.296801 1.539285 -7.714703 0.15 -0.26 -0.06 0.06
H 0.595873 -0.130972 -8.270541 0.09 -0.06 0.27 0.06
H 1.925031 0.377714 -6.140244 -0.14 0.13 -0.22 0.12
H 4.090727 -0.315592 -6.911695 0.01 0.16 -0.21 0.08
H 3.668063 0.108354 -8.605930 0.11 0.08 -0.02 0.08
H 2.796363 -1.175495 -7.740155 0.19 0.13 -0.07 0.08
H 2.208732 2.713619 -6.810760 -0.54 0.31 0.24 0.04
C -0.330080 2.199383 -4.860098 0.19 -0.23 -0.21 -0.06
C 0.065765 3.652520 -4.966466 0.38 0.76 -0.08 -0.45
C 1.084560 4.055375 -3.895302 -1.04 -0.22 0.60 -0.04
O 0.723780 3.910387 -6.231610 0.03 0.01 0.16 -0.07
H -1.000712 1.905524 -5.678393 0.13 0.03 0.12 0.07
H -0.825883 1.956277 -3.916910 0.04 0.14 0.00 0.07
H 0.591317 1.613434 -4.921493 -0.19 -0.15 -0.03 0.06
H -0.833962 4.293719 -4.854563 0.44 -0.14 -0.20 0.14
H 1.262556 5.132442 -3.852254 0.09 -0.15 -0.32 0.07
H 2.025171 3.499298 -3.936292 -0.15 0.05 -0.27 0.09
H 0.580904 3.799770 -2.953253 0.32 0.03 0.15 0.07
H 0.107667 4.022477 -6.958328 -0.32 -0.05 0.08 0.09
C -3.930277 3.005026 -1.428068 0.44 0.33 -0.17 -0.05
C -3.750838 4.455887 -0.943739 0.68 0.06 -0.18 -0.46
C -2.800569 5.242617 -1.906267 -0.83 -0.65 0.22 -0.04
O -4.991373 5.147143 -0.944136 0.09 0.03 -0.04 -0.05
H -4.435237 2.351917 -0.706927 -0.03 0.34 -0.16 0.04
H -2.951267 2.552094 -1.643575 -0.19 0.07 0.06 0.07
H -4.496926 3.028960 -2.365051 -0.02 -0.09 0.16 0.07
H -3.356455 4.436554 0.091414 0.10 0.13 -0.40 0.12
H -3.225809 5.121438 -2.905907 0.02 0.11 -0.10 0.08
H -1.777375 4.871714 -1.944243 0.02 -0.19 0.27 0.06
H -2.769122 6.311724 -1.701690 -0.15 -0.05 0.20 0.06
H -5.431620 4.955632 -0.105603 -0.13 -0.05 0.10 0.05
C 2.096760 -7.028606 -7.441604 0.39 -0.26 0.06 -0.06
C 1.820554 -6.038537 -6.337701 0.40 0.48 -0.31 -0.51
C 1.254644 -6.642390 -5.085827 -0.53 0.72 0.81 -0.06
O 3.061220 -5.373797 -6.051395 -0.08 -0.50 -0.58 -0.05
H 2.593043 -6.532922 -8.278751 0.00 -0.05 0.07 0.08
H 1.199215 -7.528567 -7.823568 0.09 0.13 0.25 0.08
H 2.782412 -7.774354 -7.015884 -0.12 -0.02 -0.35 0.09
H 1.111080 -5.273648 -6.678811 0.00 -0.22 -0.10 0.10
H 1.098349 -5.762884 -4.429100 -0.20 -0.55 0.12 0.07
H 1.894818 -7.335705 -4.533023 0.15 0.01 -0.40 0.08
H 0.282680 -7.102485 -5.281122 0.03 -0.01 0.08 0.09
H 2.942232 -4.803125 -5.290892 0.02 0.27 0.49 0.04
C -4.040644 3.004781 -5.998609 -0.16 0.19 -0.21 -0.04
C -4.142460 1.477525 -6.010563 0.23 -0.34 0.14 -0.49
C -4.017050 0.906256 -4.598075 0.64 0.24 -0.18 -0.06
O -5.400884 1.029652 -6.484832 -0.56 -0.23 0.17 -0.05
H -4.723684 3.436810 -6.737725 0.15 -0.10 -0.02 0.08
H -3.030802 3.363266 -6.234123 -0.13 -0.11 0.18 0.06
H -4.348748 3.403550 -5.031202 0.07 0.04 0.04 0.07
H -3.341386 1.064898 -6.658501 -0.24 0.07 0.28 0.13
H -3.036302 1.189891 -4.206796 -0.10 0.06 0.19 0.06
H -4.042364 -0.181596 -4.565148 -0.21 -0.02 -0.18 0.06
H -4.787459 1.311382 -3.935489 0.03 -0.02 -0.19 0.07
H -5.494694 1.108080 -7.435099 0.25 0.19 -0.15 0.09
C -5.589155 -1.020040 4.560520 0.41 0.17 0.63 -0.04
C -4.145120 -1.304144 5.029701 -0.47 -0.87 -1.16 -0.47
C -3.153775 -1.171269 3.884769 0.42 0.29 0.38 -0.05
O -3.746947 -0.387772 6.028767 -0.07 0.41 0.27 -0.06
H -5.632144 0.007834 4.192350 -0.02 -0.02 -0.06 0.07
H -6.256942 -1.094462 5.418068 -0.18 0.03 0.08 0.07
H -5.978705 -1.681882 3.788621 0.35 -0.13 0.00 0.07
H -4.059974 -2.304138 5.476565 -0.20 -0.08 -0.27 0.14
H -3.240150 -1.928118 3.093810 -0.30 0.21 0.30 0.07
H -2.148540 -1.230588 4.318789 0.00 -0.05 -0.20 0.08
H -3.253271 -0.163008 3.464976 0.03 -0.19 -0.16 0.07
H -4.334033 -0.527689 6.775920 0.03 0.20 0.22 0.10
C 1.407972 -5.802246 -0.809913 -0.77 0.31 -0.29 -0.06
C 2.351368 -6.948450 -0.780468 1.90 -0.10 0.09 -0.47
C 1.683015 -8.287149 -0.864211 -0.55 0.03 -0.22 -0.05
O 3.269162 -6.769531 -1.934236 -0.42 -0.25 1.03 -0.08
H 1.906944 -4.822175 -0.847203 -0.16 -0.45 -0.15 0.06
H 0.760180 -5.820618 0.068193 0.06 0.00 0.12 0.07
H 0.745511 -5.964882 -1.670873 0.11 0.51 -0.04 0.09
H 2.932121 -6.920697 0.165763 0.07 0.13 -0.48 0.13
H 2.396671 -9.112357 -0.894664 -0.08 0.05 0.01 0.09
H 1.062771 -8.284678 -1.760518 0.03 -0.29 -0.15 0.08
H 1.008837 -8.409912 -0.015103 0.09 -0.14 0.11 0.08
H 3.998726 -7.402494 -1.840348 -0.33 0.22 -0.09 0.10
C -2.420724 -6.366258 0.776377 0.63 0.10 -0.02 -0.05
C -2.586229 -5.282584 1.818103 -0.93 0.67 -0.30 -0.41
C -1.505216 -4.209253 1.721747 -0.22 0.01 0.28 -0.05
O -3.882196 -4.575752 1.573640 1.17 -0.54 0.54 -0.09
H -1.460671 -6.868191 0.926662 0.00 -0.03 0.04 0.07
H -2.370259 -5.886582 -0.207667 -0.21 -0.22 0.05 0.08
H -3.186521 -7.139220 0.808740 -0.19 0.12 -0.05 0.08
H -2.581619 -5.674953 2.851328 -0.19 0.00 -0.42 0.14
H -1.527731 -3.657799 0.776893 -0.09 -0.18 -0.07 0.08
H -0.501037 -4.636504 1.854879 -0.29 0.00 -0.01 0.06
H -1.685595 -3.492165 2.523870 0.20 0.09 -0.01 0.07
H -4.603970 -5.219231 1.546706 0.26 0.07 0.00 0.09
C 4.926711 5.450076 3.042821 0.31 0.06 -0.18 -0.02
C 6.154843 4.542178 2.828562 -0.29 0.17 -0.92 -0.52
C 6.562282 3.882334 4.105596 1.03 -0.28 1.04 -0.16
C 5.681207 2.725986 4.530663 -1.03 0.56 -0.11 -0.17
C 5.594202 1.710715 3.421369 1.09 -0.92 0.06 -0.15
C 5.227751 2.227806 2.041250 -0.90 0.81 0.30 -0.53
N 6.036756 3.452782 1.813811 -0.14 0.16 -0.41 -0.06
O 5.650681 4.045355 0.554744 -0.41 -0.21 0.61 -0.03
C 5.659191 1.194934 1.043985 0.86 -0.10 -0.78 -0.04
C 3.711669 2.391542 1.878847 -0.13 0.71 -0.06 -0.03
C 7.319262 5.418951 2.324460 -0.07 -0.28 -0.41 -0.04
H 5.288980 6.342760 3.556178 -0.06 0.03 0.11 0.09
H 4.139700 5.021153 3.668199 0.01 -0.11 -0.24 0.07
H 4.543937 5.794765 2.080668 -0.20 -0.20 0.05 0.07
H 7.587544 3.491715 3.990533 -0.17 0.06 -0.08 0.13
H 6.642850 4.650021 4.887927 -0.17 -0.14 -0.08 0.13
H 4.648884 3.075832 4.694278 0.21 0.11 0.33 0.10
H 6.040417 2.295979 5.470334 -0.09 -0.08 -0.17 0.12
H 4.915428 0.891027 3.683653 0.05 0.04 -0.03 0.11
H 6.599047 1.272124 3.273591 -0.25 -0.05 0.32 0.13
H 5.400238 1.509645 0.029378 -0.05 -0.14 0.06 0.09
H 6.748067 1.144837 1.113247 0.04 -0.26 -0.20 0.09
H 5.247404 0.199960 1.231126 -0.12 0.15 0.10 0.08
H 3.449219 2.736518 0.871428 0.18 -0.02 0.15 0.08
H 3.220824 1.429381 2.026505 -0.03 -0.04 0.12 0.07
H 3.305035 3.126469 2.579754 -0.08 -0.15 0.05 0.06
H 8.092186 4.737619 1.950819 0.07 0.21 0.18 0.09
H 7.734218 6.053301 3.108743 -0.10 -0.05 0.06 0.09
H 7.015326 6.052211 1.482438 -0.04 -0.06 0.24 0.08
H 6.444738 3.989771 0.024743 0.29 -0.07 -0.15 0.10
C -1.871532 0.209104 0.531006 0.36 -0.23 0.64 -0.01
C -0.610356 0.013896 -0.316542 -0.70 -0.18 -0.50 -0.53
C 0.450164 -0.594783 0.537653 -0.02 -0.70 0.94 -0.15
C 1.623116 -1.077898 -0.261779 1.24 -0.34 0.50 -0.17
C 1.169738 -2.113042 -1.275636 0.71 -0.43 1.10 -0.15
C 0.095706 -1.656128 -2.176505 -1.09 0.71 -1.05 -0.53
N -0.925826 -1.007232 -1.327315 -1.21 0.13 -0.87 -0.01
O -2.057735 -0.537308 -2.171265 1.73 -0.11 0.66 -0.03
C 0.649351 -0.812554 -3.331345 0.27 0.52 0.31 -0.01
C -0.559971 -2.869577 -2.779164 -0.24 -0.79 -0.41 -0.02
C -0.170954 1.363124 -0.825105 -0.40 0.95 -0.25 -0.02
H -2.689768 0.689746 0.002537 0.05 0.11 -0.09 0.06
H -1.551985 0.827591 1.379188 -0.37 0.05 -0.02 0.08
H -2.227523 -0.751164 0.938472 0.11 0.21 -0.26 0.08
H 0.773365 0.095139 1.322883 -0.13 0.06 -0.06 0.11
H -0.024566 -1.466417 1.026943 0.29 0.19 0.07 0.12
H 2.297928 -1.586656 0.451107 0.00 0.18 -0.27 0.10
H 2.211430 -0.232343 -0.648456 -0.21 -0.23 -0.28 0.11
H 0.731734 -2.925157 -0.668833 0.25 0.02 -0.17 0.11
H 1.966305 -2.534742 -1.891632 0.07 -0.01 0.18 0.10
H 1.088578 0.081249 -2.892073 0.12 0.26 -0.26 0.07
H 1.459327 -1.332868 -3.868539 -0.35 -0.04 0.18 0.09
H -0.123448 -0.504393 -4.044107 0.07 -0.14 0.21 0.07
H -1.335274 -2.557141 -3.478187 -0.03 -0.15 -0.02 0.06
H 0.175600 -3.491753 -3.325796 -0.25 0.30 0.27 0.09
H -1.017252 -3.465092 -1.982039 -0.01 -0.07 -0.12 0.08
H -0.280792 2.087015 -0.002899 0.16 -0.05 -0.24 0.09
H -0.862862 1.661127 -1.612711 0.02 0.18 -0.10 0.06
H 0.842683 1.443474 -1.215328 0.05 -0.22 0.06 0.07
H -2.747884 -1.110620 -1.838341 -0.53 -0.34 0.15 0.05
C 0.531848 3.207332 5.235405 0.13 -0.57 0.90 -0.01
C 0.479585 1.641357 5.149357 0.30 0.36 0.07 -0.49
C 1.908591 1.097523 5.077932 -0.18 -0.43 1.10 -0.13
C 2.596266 1.083797 6.453630 0.37 0.20 0.14 -0.16
C 1.739869 0.371011 7.518865 0.60 -0.08 -0.84 -0.14
C 0.341913 0.938938 7.616426 -0.05 -0.28 -0.93 -0.56
N -0.231047 0.895981 6.237346 0.46 0.74 -0.35 -0.05
O -1.569837 1.380570 6.293483 0.26 0.51 0.13 -0.04
C -0.483056 -0.055411 8.386546 -0.06 -0.68 0.59 -0.05
C 0.343827 2.269168 8.329732 -0.96 0.66 0.18 -0.03
C -0.200933 1.283725 3.858707 -0.78 0.25 -0.58 -0.06
H 0.940579 3.630594 4.318960 -0.12 -0.14 -0.22 0.06
H 1.233606 3.483301 6.023733 -0.05 0.14 0.01 0.06
H -0.424006 3.688176 5.470752 0.05 -0.30 -0.18 0.09
H 1.807212 0.044984 4.820999 0.05 -0.07 -0.37 0.08
H 2.461378 1.606127 4.280170 0.03 0.01 0.30 0.10
H 2.877190 2.087854 6.805391 -0.21 -0.09 -0.15 0.10
H 3.543789 0.540251 6.387944 0.04 0.08 -0.11 0.09
H 2.235006 0.450294 8.495754 -0.13 -0.18 -0.16 0.13
H 1.646904 -0.690500 7.228576 0.17 0.25 0.24 0.11
H -1.503535 0.246387 8.633254 0.19 0.26 -0.05 0.09
H -0.541221 -0.986194 7.808325 0.03 0.11 0.18 0.09
H 0.076836 -0.237737 9.306247 -0.31 -0.26 0.20 0.09
H 0.370488 2.101447 9.412826 0.16 0.06 -0.16 0.09
H 1.116266 2.992184 8.058193 0.03 -0.32 -0.05 0.07
H -0.630780 2.715423 8.109479 0.09 0.26 0.15 0.09
H 0.286265 1.788880 3.016329 0.03 -0.11 0.06 0.08
H -1.210578 1.681683 3.938972 -0.25 -0.06 -0.34 0.08
H -0.274852 0.210856 3.641637 0.21 0.12 0.26 0.08
H -2.143458 0.607543 6.220493 -0.04 -0.19 -0.14 0.05
C -5.310205 -4.891041 -1.513605 -0.75 -0.30 0.91 -0.03
C -5.805038 -3.500618 -1.833742 0.80 0.93 -0.29 -0.55
C -7.292708 -3.528068 -2.033625 -0.75 -0.13 0.56 -0.15
C -7.926918 -2.145508 -2.015615 -0.02 0.24 -0.22 -0.17
C -7.601451 -1.426626 -0.711033 0.11 -0.34 0.10 -0.12
C -6.065064 -1.270348 -0.496047 -0.33 -0.60 -0.22 -0.51
N -5.543120 -2.656684 -0.626328 1.21 -0.06 -0.20 -0.02
O -4.088572 -2.610295 -0.432361 -0.96 0.34 -0.49 -0.06
C -5.543213 -0.151326 -1.385583 -0.54 -0.22 -0.97 -0.02
C -5.837486 -0.875638 0.929457 -0.34 0.21 0.79 -0.04
C -5.128471 -3.045107 -3.112335 0.62 0.63 -0.39 -0.02
H -5.707038 -5.630038 -2.211895 0.21 0.10 -0.17 0.09
H -5.808786 -5.065543 -0.557844 0.29 -0.59 0.24 0.08
H -4.232441 -4.988342 -1.386885 -0.09 0.13 -0.20 0.07
H -7.499481 -4.064225 -2.959663 -0.15 -0.02 -0.03 0.13
H -7.721315 -4.095807 -1.192253 -0.07 -0.04 -0.25 0.13
H -9.007544 -2.228784 -2.159058 0.03 -0.01 0.12 0.11
H -7.569459 -1.548453 -2.854497 0.02 0.02 -0.16 0.10
H -7.968015 -2.061021 0.108220 0.02 0.17 -0.02 0.12
H -8.134094 -0.465626 -0.638714 0.37 -0.15 -0.05 0.13
H -6.110195 0.724142 -1.085351 -0.04 0.32 -0.04 0.08
H -4.492888 0.143562 -1.385732 0.06 -0.53 0.29 0.06
H -5.848164 -0.370515 -2.408932 0.26 0.26 -0.17 0.06
H -6.383418 -1.593816 1.546293 0.21 0.16 0.27 0.08
H -4.787372 -0.846127 1.216400 0.04 -0.10 -0.09 0.07
H -6.253342 0.127966 1.078537 -0.02 -0.12 0.18 0.08
H -5.583459 -2.144067 -3.538888 0.11 -0.18 0.01 0.07
H -5.171167 -3.838129 -3.866744 -0.08 0.09 0.09 0.09
H -4.065376 -2.837198 -2.926693 -0.20 -0.02 -0.05 0.08
H -3.965073 -3.258813 0.276935 0.07 -0.09 0.20 0.04
C -0.692096 5.257673 1.710080 -0.32 -0.53 0.51 -0.03
C 0.339172 6.295244 1.343189 -0.83 -0.01 -0.58 -0.58
C 1.550054 5.584022 0.851400 0.71 -0.52 -0.95 -0.15
C 2.508336 6.473493 0.066929 1.00 0.19 0.29 -0.17
C 1.811553 7.091969 -1.147381 -0.53 -1.31 0.33 -0.14
C 0.551220 7.852148 -0.744014 -0.03 -0.45 -0.55 -0.51
N -0.224655 6.928581 0.141923 -1.56 2.07 -0.06 -0.01
O -1.443291 7.741958 0.563359 1.61 -0.97 -0.27 -0.04
C 0.959392 9.232465 -0.222324 -0.59 0.19 0.56 -0.03
C -0.315807 8.000980 -2.018284 0.25 0.70 0.33 -0.04
C 0.630663 7.184737 2.509982 0.16 0.65 0.34 -0.01
H -1.632679 5.745051 1.981459 0.06 -0.19 0.00 0.09
H -0.345156 4.657156 2.560222 -0.10 0.06 -0.05 0.08
H -0.846061 4.592841 0.855000 -0.14 0.03 0.11 0.08
H 2.021220 5.052433 1.685570 0.13 0.11 -0.17 0.11
H 1.191431 4.840888 0.127824 0.11 -0.23 0.17 0.12
H 3.351208 5.851867 -0.261868 -0.08 0.11 -0.03 0.11
H 2.962701 7.226336 0.731258 -0.20 0.02 -0.18 0.10
H 1.439208 6.223960 -1.711300 0.24 0.12 -0.25 0.10
H 2.443394 7.681743 -1.817887 0.01 0.03 0.31 0.13
H 1.958305 9.242138 0.222855 -0.13 -0.05 0.00 0.08
H 0.944707 9.948752 -1.045694 0.12 -0.04 -0.01 0.08
H 0.235626 9.592320 0.518107 0.14 -0.02 -0.10 0.08
H 0.310428 8.379887 -2.828382 0.04 0.00 -0.04 0.08
H -0.748657 7.054902 -2.327620 0.04 -0.12 0.07 0.06
H -1.108179 8.740046 -1.864758 -0.02 -0.19 0.02 0.09
H -0.304966 7.556498 2.929186 0.15 0.18 0.05 0.09
H 1.259164 8.013460 2.190421 -0.04 0.21 0.17 0.07
H 1.182833 6.642451 3.282180 -0.13 -0.07 0.00 0.09
H -2.149914 7.285219 0.096265 -0.05 -0.09 -0.04 0.07
C 2.462923 -6.126694 3.456256 -0.05 0.08 0.99 -0.04
C 2.894300 -4.650677 3.502108 0.14 -0.68 -0.42 -0.53
C 1.869504 -3.909817 4.346925 0.45 0.84 0.06 -0.11
C 2.395010 -2.497263 4.720364 -0.66 0.06 0.02 -0.16
C 3.773328 -2.536839 5.377299 -0.72 -0.09 0.52 -0.13
C 4.794876 -3.242509 4.522161 -0.46 -0.73 0.09 -0.58
N 4.165414 -4.540809 4.253354 0.98 -2.22 -1.31 -0.02
O 5.158026 -5.521566 3.649573 -1.34 1.34 1.31 -0.03
C 5.174329 -2.401468 3.339076 0.48 0.47 -0.88 -0.03
C 6.019145 -3.483046 5.356135 0.76 0.46 0.19 -0.04
C 2.860767 -4.161734 2.047308 0.25 0.58 -0.31 -0.03
H 2.551719 -6.471898 4.486152 -0.19 -0.30 0.06 0.09
H 3.058308 -6.813345 2.858888 0.12 0.35 -0.27 0.07
H 1.408861 -6.178986 3.157456 0.16 -0.03 -0.03 0.08
H 0.946290 -3.890450 3.749678 0.04 0.27 0.43 0.11
H 1.697047 -4.463573 5.277768 -0.03 -0.01 -0.19 0.13
H 1.699891 -2.039712 5.430793 -0.07 -0.03 -0.10 0.09
H 2.400084 -1.819905 3.854160 0.00 -0.28 0.00 0.10
H 3.692110 -3.112949 6.311006 0.00 0.21 -0.08 0.13
H 4.127619 -1.531063 5.637451 -0.10 -0.10 -0.13 0.12
H 5.978856 -1.720001 3.629552 0.05 -0.10 -0.12 0.09
H 5.534317 -3.025799 2.509586 0.00 0.28 0.07 0.09
H 4.370249 -1.758076 2.983660 -0.11 -0.14 -0.14 0.06
H 6.852790 -3.889262 4.779636 -0.16 -0.15 0.07 0.09
H 6.322184 -2.483280 5.681877 0.19 -0.15 0.29 0.09
H 5.812702 -4.103410 6.223499 0.00 -0.13 -0.01 0.09
H 3.200704 -3.124812 1.940085 -0.08 -0.27 -0.05 0.05
H 1.825560 -4.187347 1.669151 0.31 -0.11 0.15 0.07
H 3.466084 -4.797633 1.379724 -0.12 0.21 0.24 0.08
H 5.366243 -5.188585 2.777686 0.08 0.33 -0.59 0.06
```
Forces are in eV/Å.

Calculated values
Multiplicity: 1
LUMO level, eV: 0.3
Maximum force, eV/A: 2.8
HOMO energy, eV: -8.51
ΔE to the lowest compared entry with this formula, charge and spin, kJ/mol: 0.00
Energy, a.u.: -5043.4422
Frontier orbital gap, eV: 8.773
Total charge: 0